Molecular formula: C4H6N2O
Method: DFT, ωB97M-V/def2-TZVPD

XYZ file:
```
13
Properties=species:S:1:pos:R:3:mulliken_charge:R:1
O -1.945 0.168 -0.897 -0.5607
N 1.215 -0.092 0.642 0.0520
N -0.821 -0.232 1.943 -0.5983
C -0.162 -0.081 0.704 -0.1187
C 1.631 0.082 -0.643 -0.7090
C 0.515 0.214 -1.438 -0.5397
C -0.613 0.106 -0.580 0.7046
H 1.796 -0.135 1.463 0.2155
H -1.151 -1.184 2.075 0.2462
H 2.681 0.091 -0.898 0.3821
H 0.511 0.358 -2.511 0.3349
H -2.021 0.333 -1.844 0.3112
H -1.634 0.373 1.984 0.2799
```

Values from the calculation:
Orbital gap, eV: 8.54
SMILES: Nc1[nH]ccc1O
HOMO level, eV: -7.62


Molecular formula: CHFNO3S
Method: DFT, ωB97M-V/def2-TZVPD

XYZ file:
```
8
Properties=species:S:1:pos:R:3:mulliken_charge:R:1
S -0.307 -2.950 1.040 0.8813
F 1.057 0.694 1.997 -0.2200
O -1.225 -3.073 -0.072 -0.4862
O 1.040 -3.558 0.778 -0.4828
O -0.799 -3.143 2.361 -0.4854
N 1.894 0.065 0.034 -0.6130
C 1.129 -0.267 0.971 0.1304
H 2.050 -0.515 -0.849 0.2756
```

Values from the calculation:
Orbital gap (alpha / beta), eV: 7.99 / 6.36
HOMO level (alpha / beta), eV: -4.84 / -3.79
Total charge: -1


Molecular formula: C26H19I2N3OReS
Method: DFT, ωB97M-V/def2-TZVPD

XYZ file:
```
53
Properties=species:S:1:pos:R:3:mulliken_charge:R:1
Re -0.264 -0.282 -0.453 0.7966
I -3.011 -3.742 -1.924 0.1262
I 0.015 -7.599 1.535 0.1939
S -2.417 3.625 0.306 -0.2469
O -0.474 -2.011 -1.119 -0.3421
N 1.113 -1.215 1.118 -0.4739
N 1.496 0.837 -0.610 -0.2705
N -1.128 1.412 0.457 -0.0529
C 3.721 1.221 0.153 -0.9164
C -1.751 2.230 -0.393 0.5514
C 2.946 2.270 -1.851 -0.8099
C 2.122 -0.201 1.495 -1.0853
C 0.718 -3.510 0.307 0.7336
C 0.826 -4.761 0.895 -0.8980
C -2.448 2.551 -2.791 -0.7973
C -1.376 -4.184 -0.738 -0.4431
C -1.350 0.021 -3.317 0.0795
C 1.733 1.644 -1.668 0.0285
C -1.572 3.120 4.223 -0.5466
C 1.747 -2.445 0.526 -0.9564
C -1.248 -5.434 -0.139 -0.1717
C -0.384 -3.244 -0.508 0.4622
C -0.773 1.236 2.930 -0.2546
C 3.960 2.052 -0.931 -0.3775
C -1.957 0.755 -4.329 -0.8140
C -2.044 3.751 3.091 -0.6510
C 2.482 0.635 0.300 1.0155
C -1.837 1.820 -1.785 1.5876
C -1.215 1.877 1.774 -0.1419
C -1.267 0.548 -2.024 -0.4941
C -1.865 3.109 1.869 0.6810
C -0.153 -5.724 0.666 -0.4613
C -0.955 1.868 4.144 -0.8997
C -2.496 2.011 -4.072 -0.6918
H 3.010 -0.663 1.929 0.4805
H 4.928 2.518 -1.058 0.4523
H -2.547 4.706 3.153 0.4466
H -0.958 -0.966 -3.528 0.5619
H -0.347 0.242 2.896 0.4965
H -2.970 2.567 -4.869 0.4425
H 2.527 -2.803 1.200 0.5181
H -0.633 1.380 5.053 0.4398
H -2.010 -6.183 -0.307 0.3796
H -1.699 3.591 5.188 0.4225
H 4.492 1.028 0.887 0.5077
H 1.676 -4.990 1.524 0.4267
H 0.626 -1.520 1.959 0.3654
H -2.892 3.520 -2.598 0.4734
H 1.690 0.458 2.253 0.4167
H 2.225 -2.141 -0.411 0.3941
H 3.089 2.909 -2.710 0.4827
H -2.021 0.343 -5.327 0.4541
H 0.920 1.764 -2.369 0.3797
```

Values from the calculation:
Orbital gap (alpha / beta), eV: 6.48 / 5.36
Spin multiplicity: 4
HOMO level (alpha / beta), eV: -13.22 / -13.26
Total charge: +2